{"formula": "C10H11FO", "method": "ωB97M-V/def2-TZVPD", "e_above_lowest_kj_mol": 51.9, "lumo_ev": [0.90, -2.68], "e_homo_ha": [-0.1917, -0.3515], "s2": 2.06, "total_energy_ha": -562.5143, "gap_ev": [6.118, 6.885], "multiplicity": 3, "species": ["C", "C", "C", "C", "C", "C", "C", "C", "C", "C", "O", "F", "H", "H", "H", "H", "H", "H", "H", "H", "H", "H", "H"], "coordinates": [[1.5047, -0.0642, 2.6860], [2.1171, -0.1093, 1.4239], [0.0489, 0.0556, 2.7301], [1.4153, -0.0262, 0.2873], [-0.7067, -0.0147, 1.5081], [0.0153, 0.0322, 0.3233], [-0.4089, 2.3920, -1.8047], [-1.1436, 1.3355, -1.6260], [-0.4448, -2.1917, -1.6085], [-0.8034, 0.0124, -0.9716], [-0.2891, -0.8850, -1.9508], [-2.4522, 1.4105, -1.9084], [2.0967, 0.1200, 3.6232], [3.1986, 0.0225, 1.4978], [-0.4126, 0.1837, 3.6644], [1.8922, -0.0704, -0.6419], [-1.8104, 0.1800, 1.5666], [-0.9503, 3.2641, -2.1975], [0.6477, 2.4405, -1.7916], [-0.4214, -2.7566, -2.4775], [-1.4272, -2.3087, -0.9519], [0.1822, -2.7218, -0.8498], [-1.8480, -0.3004, -0.5304]]}